Computed, not measured: 8 unconnected molecules or ions with the total composition C28H79N7O8, with ωB97M-V/def2-TZVPD.

Cartesian coordinates (Å):
O  -11.144  -23.035  -23.687
H  -11.044  -23.542  -24.493
H  -11.734  -22.320  -23.925
C  -4.555  -21.496  -22.783
C  -3.538  -22.348  -22.127
C  -3.927  -22.607  -20.627
O  -2.864  -23.282  -19.991
C  -3.016  -23.526  -18.597
N  -3.290  -23.598  -22.848
H  -5.497  -22.027  -22.917
H  -4.282  -21.256  -23.810
H  -4.775  -20.559  -22.271
H  -2.593  -21.807  -22.082
H  -4.880  -23.136  -20.601
H  -4.106  -21.706  -20.040
H  -3.047  -22.612  -18.004
H  -2.161  -24.129  -18.291
H  -3.907  -24.107  -18.359
H  -4.172  -24.059  -22.675
H  -2.600  -24.160  -22.371
C  -14.368  -21.105  -28.064
C  -15.345  -20.611  -27.011
C  -16.276  -21.726  -26.514
O  -17.339  -21.909  -27.428
C  -18.458  -22.582  -26.884
N  -14.374  -20.149  -25.973
H  -14.830  -21.376  -29.013
H  -13.775  -21.983  -27.806
H  -13.668  -20.314  -28.332
H  -15.873  -19.702  -27.300
H  -16.641  -21.489  -25.514
H  -15.756  -22.684  -26.513
H  -18.219  -23.388  -26.190
H  -19.104  -23.030  -27.640
H  -18.967  -21.845  -26.263
H  -14.836  -19.459  -25.399
H  -13.685  -19.545  -26.397
C  -10.222  -17.157  -19.735
C  -11.019  -15.924  -20.059
C  -12.084  -15.408  -19.032
O  -12.593  -14.132  -19.461
C  -13.501  -14.151  -20.563
N  -10.097  -14.804  -20.354
H  -9.315  -16.946  -19.169
H  -9.917  -17.670  -20.647
H  -10.785  -17.888  -19.154
H  -11.520  -16.079  -21.015
H  -11.707  -15.323  -18.012
H  -12.909  -16.120  -19.051
H  -13.103  -14.309  -21.565
H  -14.151  -13.287  -20.707
H  -14.308  -14.875  -20.446
H  -9.835  -14.488  -19.432
H  -10.695  -14.018  -20.569
C  -6.121  -24.426  -30.612
C  -5.188  -25.482  -31.183
C  -4.132  -24.872  -32.161
O  -4.818  -24.380  -33.324
C  -3.954  -23.862  -34.291
N  -4.478  -26.111  -30.081
H  -6.660  -23.853  -31.366
H  -5.541  -23.589  -30.224
H  -6.834  -24.881  -29.925
H  -5.755  -26.168  -31.812
H  -3.421  -25.667  -32.386
H  -3.522  -24.027  -31.841
H  -4.600  -23.668  -35.147
H  -3.243  -24.668  -34.474
H  -3.459  -22.974  -33.897
H  -4.071  -25.379  -29.517
H  -3.735  -26.756  -30.309
C  -15.651  -22.796  -17.955
C  -14.738  -23.696  -17.134
C  -15.547  -24.702  -16.210
O  -16.181  -23.938  -15.124
C  -17.046  -24.843  -14.398
N  -13.986  -24.460  -18.076
H  -16.054  -22.005  -17.322
H  -16.437  -23.326  -18.494
H  -15.091  -22.228  -18.697
H  -14.158  -23.126  -16.407
H  -14.822  -25.352  -15.722
H  -16.196  -25.362  -16.785
H  -17.519  -25.558  -15.071
H  -17.755  -24.278  -13.793
H  -16.489  -25.502  -13.732
H  -13.490  -23.944  -18.788
H  -13.310  -24.978  -17.534
C  -9.318  -29.303  -22.346
C  -8.004  -28.671  -22.973
C  -6.772  -29.300  -22.311
O  -6.734  -29.068  -20.921
C  -5.600  -29.608  -20.202
N  -8.075  -28.972  -24.383
H  -10.151  -28.685  -22.681
H  -9.282  -29.346  -21.257
H  -9.440  -30.286  -22.801
H  -7.919  -27.601  -22.782
H  -5.981  -28.860  -22.918
H  -6.807  -30.381  -22.448
H  -4.746  -29.058  -20.598
H  -5.572  -30.693  -20.303
H  -5.722  -29.330  -19.155
H  -7.203  -28.747  -24.840
H  -8.046  -29.978  -24.466
C  -11.948  -30.740  -33.793
C  -13.217  -30.499  -33.005
C  -12.996  -29.796  -31.636
O  -14.224  -29.312  -31.191
C  -14.104  -28.737  -29.857
N  -14.035  -29.687  -33.892
H  -11.197  -31.306  -33.242
H  -11.326  -29.874  -34.020
H  -12.172  -31.352  -34.666
H  -13.773  -31.434  -32.928
H  -12.292  -28.971  -31.745
H  -12.683  -30.429  -30.805
H  -15.062  -28.245  -29.689
H  -13.338  -27.962  -29.856
H  -13.933  -29.569  -29.174
H  -14.685  -29.229  -33.269
H  -13.484  -28.899  -34.201

The gap between HOMO and LUMO is 0.3584 Ha. As for the net charge: 0. The value obtained for the LUMO energy is 0.0181 Ha. Its SMILES is COC[C@H](C)N.COC[C@H](C)N.COC[C@H](C)N.COC[C@H](C)N.COC[C@H](C)N.COC[C@H](C)N.COC[C@H](C)N.O. The maximum force is 2.674 eV Å⁻¹. As for the energy above the lowest of the compared OMol25 structures with the same formula, charge and spin: 309.7 kJ/mol.

Here are the Mulliken charges for atoms 1 to 5, given in e: -0.652, 0.316, 0.327, -1.476, 0.406